[1]
{"formula": "C4H9NO", "method": "the ωB97M-V functional and the def2-TZVPD basis", "charge": 0, "homo_energy_ev": [-7.87, -7.87], "symbols": ["C", "N", "C", "C", "O", "C", "H", "H", "H", "H", "H", "H", "H", "H", "H"], "positions_angstrom": [[-1.000, -1.271, -0.052], [0.297, -0.669, 0.240], [1.229, -0.698, -0.678], [0.429, 0.541, 1.126], [1.498, 0.695, 1.688], [-0.579, 1.437, 0.740], [-0.857, -2.340, -0.225], [-1.658, -1.139, 0.807], [-1.453, -0.810, -0.939], [1.126, -1.345, -1.543], [2.181, -0.243, -0.431], [0.653, 0.914, -1.435], [-0.471, 2.466, 1.067], [-1.575, 1.103, 0.475], [0.179, 1.358, -0.841]], "lowdin_charge": [-0.05, -0.17, 0.01, -0.58, 0.03, -0.03, 0.10, 0.10, 0.10, 0.10, 0.10, 0.09, 0.07, 0.05, 0.10]}

=====

[2]
{"formula": "C4H9NO", "method": "the ωB97M-V functional and the def2-TZVPD basis", "charge": 0, "homo_energy_ev": -9.13, "smiles": "N[C@H]1CC[C@@H]1O", "symbols": ["N", "C", "C", "C", "C", "O", "H", "H", "H", "H", "H", "H", "H", "H", "H"], "positions_angstrom": [[0.737, -0.255, -1.942], [0.238, -0.374, -0.619], [1.168, -0.619, 0.673], [0.036, 0.105, 1.372], [-0.571, 0.678, 0.186], [-1.953, 0.544, 0.304], [0.600, 0.615, -2.373], [0.051, -0.831, -2.493], [-0.439, -1.252, -0.593], [2.053, -0.030, 0.505], [1.467, -1.681, 0.872], [-0.593, -0.714, 1.833], [0.174, 0.860, 2.259], [-0.289, 1.749, -0.090], [-2.678, 1.207, 0.107]], "lowdin_charge": [0.05, -0.35, -0.11, -0.21, -0.40, -0.05, 0.04, 0.10, 0.15, 0.09, 0.11, 0.14, 0.14, 0.17, 0.13]}

=====

[3]
{"formula": "C4H9NO", "method": "the ωB97M-V functional and the def2-TZVPD basis", "charge": 0, "homo_energy_ev": -6.38, "symbols": ["C", "C", "N", "C", "C", "O", "H", "H", "H", "H", "H", "H", "H", "H", "H"], "positions_angstrom": [[1.798, 0.937, 0.754], [0.149, -0.152, -1.380], [-0.656, -0.149, -0.304], [-1.648, -1.217, -0.177], [-0.542, 0.695, 0.711], [0.499, 1.563, 0.699], [2.332, 1.046, -0.198], [1.730, -0.135, 0.987], [2.341, 1.458, 1.544], [0.129, -1.009, -2.031], [0.689, 0.753, -1.607], [-1.130, -2.167, -0.023], [-2.227, -1.264, -1.100], [-2.303, -1.021, 0.674], [-1.320, 0.802, 1.457]], "lowdin_charge": [-0.09, -0.04, -0.26, -0.03, -0.22, -0.13, 0.08, 0.09, 0.09, 0.05, 0.06, 0.10, 0.09, 0.09, 0.12]}

=====

[4]
{"formula": "C4H9NO", "method": "the ωB97M-V functional and the def2-TZVPD basis", "charge": 0, "homo_energy_ev": -8.49, "symbols": ["C", "N", "C", "C", "C", "O", "H", "H", "H", "H", "H", "H", "H", "H", "H"], "positions_angstrom": [[0.476, 0.396, 1.734], [-0.065, -0.304, 0.593], [0.887, -1.246, 0.035], [-0.544, 0.621, -0.412], [-1.280, -0.122, -1.475], [-1.603, 0.716, -2.440], [1.354, 1.022, 1.481], [0.782, -0.326, 2.498], [-0.292, 1.046, 2.168], [1.171, -1.979, 0.797], [0.422, -1.779, -0.800], [1.810, -0.754, -0.332], [0.257, 1.252, -0.860], [-1.271, 1.312, 0.045], [-2.104, 0.146, -3.032]], "lowdin_charge": [-0.12, -0.30, -0.12, -0.26, -0.06, 0.02, 0.09, 0.08, 0.08, 0.08, 0.06, 0.09, 0.13, 0.13, 0.09]}

=====

[5]
{"formula": "C4H9NO", "method": "the ωB97M-V functional and the def2-TZVPD basis", "charge": 0, "homo_energy_ev": -8.20, "smiles": "C=C(N)OCC", "symbols": ["C", "C", "N", "O", "C", "C", "H", "H", "H", "H", "H", "H", "H", "H", "H"], "positions_angstrom": [[-0.398, -0.784, 1.749], [-0.926, -0.088, 0.740], [-2.102, -0.429, 0.073], [-0.356, 1.089, 0.327], [0.447, 1.000, -0.851], [1.698, 0.140, -0.724], [-0.881, -1.682, 2.116], [0.504, -0.428, 2.227], [-2.360, 0.143, -0.715], [-2.262, -1.416, -0.058], [0.729, 2.035, -1.061], [-0.161, 0.639, -1.694], [2.264, 0.225, -1.659], [1.463, -0.917, -0.565], [2.341, 0.474, 0.096]], "lowdin_charge": [0.04, -0.51, 0.12, -0.08, -0.25, -0.08, 0.06, 0.06, 0.09, 0.09, 0.12, 0.11, 0.08, 0.07, 0.08]}

=====

[6]
{"formula": "C4H9NO", "method": "the ωB97M-V functional and the def2-TZVPD basis", "multiplicity": 2, "charge": 1, "homo_energy_ev": [-16.12, -16.11], "symbols": ["C", "C", "C", "C", "N", "O", "H", "H", "H", "H", "H", "H", "H", "H", "H"], "positions_angstrom": [[-1.981, -1.218, -1.219], [-0.810, -1.360, -0.241], [-0.480, 0.127, 0.133], [0.783, 0.812, 0.479], [1.905, 0.026, 0.581], [0.815, 2.041, 0.598], [-2.808, -0.574, -0.865], [-2.378, -2.076, -1.638], [-1.638, -0.850, -2.173], [-1.087, -1.963, 0.627], [0.026, -1.993, -0.655], [-0.785, 0.834, -0.733], [-1.115, 0.378, 0.904], [2.037, -0.865, 0.272], [2.822, 0.436, 0.494]], "lowdin_charge": [-0.10, -0.18, -0.08, -0.34, 0.28, 0.38, 0.11, 0.06, 0.08, 0.12, 0.13, 0.18, 0.12, 0.10, 0.15]}

=====

[7]
{"formula": "C4H9NO", "method": "the ωB97M-V functional and the def2-TZVPD basis", "multiplicity": 2, "charge": 1, "homo_energy_ev": [-13.59, -14.99], "symbols": ["N", "C", "C", "C", "C", "H", "H", "H", "H", "H", "H", "H", "H", "H", "O"], "positions_angstrom": [[1.722, 0.272, -0.594], [0.432, 0.193, -0.324], [-0.283, -1.013, -0.201], [-1.136, -1.381, 0.856], [-1.622, -2.651, 0.913], [1.839, 1.014, -1.294], [2.034, -0.609, -1.014], [-0.062, 1.145, -0.157], [-0.251, -1.705, -1.045], [-1.571, -0.620, 1.495], [-2.329, -2.961, 1.672], [-1.461, -3.418, 0.167], [0.257, 4.009, 0.291], [1.650, 3.698, -0.248], [0.781, 4.027, -0.518]], "lowdin_charge": [0.19, -0.08, -0.03, -0.12, 0.13, 0.15, 0.14, 0.14, 0.14, 0.13, 0.09, 0.09, 0.04, 0.04, -0.06]}

=====

[8]
{"formula": "C4H9NO", "method": "the ωB97M-V functional and the def2-TZVPD basis", "multiplicity": 2, "charge": 1, "homo_energy_ev": [-16.60, -16.27], "symbols": ["C", "C", "C", "N", "C", "O", "H", "H", "H", "H", "H", "H", "H", "H", "H"], "positions_angstrom": [[-0.959, 0.571, -0.754], [-1.609, -0.491, -1.707], [0.370, 0.126, -0.234], [0.573, 0.287, 1.152], [1.797, -0.149, 1.794], [1.318, -0.332, -0.831], [-1.674, 0.805, 0.027], [-0.712, 1.408, -1.404], [-2.617, -0.129, -1.883], [-1.056, -0.543, -2.637], [-1.609, -1.470, -1.235], [-0.186, 0.563, 1.773], [1.906, 0.319, 2.776], [2.637, 0.258, 1.232], [1.823, -1.225, 1.932]], "lowdin_charge": [-0.13, -0.04, -0.38, 0.21, 0.02, 0.23, 0.12, 0.14, 0.09, 0.09, 0.09, 0.18, 0.12, 0.13, 0.13]}

=====

[9]
{"formula": "C4H9NO2", "method": "the ωB97M-V functional and the def2-TZVPD basis", "multiplicity": 2, "charge": -1, "homo_energy_ev": [0.64, -5.33], "symbols": ["C", "C", "N", "O", "H", "H", "H", "H", "H", "C", "C", "O", "H", "H", "H", "H"], "positions_angstrom": [[-1.816, -1.324, -0.504], [-1.948, -0.983, 0.955], [-1.113, 0.014, 1.378], [-2.770, -1.522, 1.676], [-2.347, -2.244, -0.708], [-0.769, -1.442, -0.785], [-2.236, -0.528, -1.120], [-0.211, 0.035, 0.905], [-1.069, 0.056, 2.386], [1.684, 1.849, -1.280], [2.322, 0.998, -0.486], [1.693, 0.269, 0.452], [2.254, 2.391, -2.025], [0.619, 2.012, -1.199], [3.385, 0.790, -0.543], [2.322, -0.372, 0.899]], "lowdin_charge": [-0.05, -0.63, 0.14, 0.00, 0.07, 0.06, 0.08, 0.04, 0.09, -0.07, -0.49, -0.33, 0.02, 0.03, 0.05, -0.01]}

=====

[10]
{"formula": "C4H9NO2", "method": "the ωB97M-V functional and the def2-TZVPD basis", "charge": -2, "homo_energy_ev": 0.89, "smiles": "N[C@@H](C[O-])CC[O-]", "symbols": ["N", "C", "C", "O", "C", "C", "O", "H", "H", "H", "H", "H", "H", "H", "H", "H"], "positions_angstrom": [[-0.070, 1.479, -1.194], [0.158, 0.105, -0.577], [1.713, -0.185, -0.677], [2.156, 0.132, -1.926], [-0.588, 0.098, 0.774], [-1.436, -1.143, 1.227], [-2.028, -0.872, 2.438], [0.411, 2.077, -0.523], [0.312, 1.493, -2.126], [-0.399, -0.542, -1.307], [2.138, 0.520, 0.083], [1.846, -1.242, -0.324], [-1.221, 0.986, 0.710], [-0.010, 0.400, 1.690], [-2.141, -1.240, 0.373], [-0.840, -2.065, 1.359]], "lowdin_charge": [-0.03, -0.39, -0.51, -0.43, -0.22, -0.55, -0.46, 0.04, 0.02, 0.12, 0.07, 0.07, 0.07, 0.09, 0.06, 0.06]}

=====

[11]
{"formula": "C4H9NO2", "method": "the ωB97M-V functional and the def2-TZVPD basis", "charge": 0, "homo_energy_ev": -10.12, "smiles": "CC(C)NC(=O)O", "symbols": ["C", "C", "C", "N", "C", "O", "O", "H", "H", "H", "H", "H", "H", "H", "H", "H"], "positions_angstrom": [[1.136, -1.009, -0.693], [0.821, 0.152, 0.194], [0.585, 1.479, -0.492], [-0.340, -0.101, 1.091], [-1.490, -0.332, 0.538], [-1.765, -0.421, -0.616], [-2.377, -0.754, 1.477], [2.058, -0.790, -1.192], [0.268, -1.284, -1.416], [1.370, -1.835, -0.132], [1.699, 0.246, 0.901], [-0.077, 1.354, -1.507], [1.521, 1.998, -1.052], [0.004, 2.183, 0.005], [-0.227, -0.338, 2.065], [-3.187, -0.547, 0.829]], "lowdin_charge": [-0.07, -0.41, -0.08, 0.11, -0.73, 0.09, 0.06, 0.07, 0.12, 0.04, 0.15, 0.13, 0.12, 0.04, 0.16, 0.18]}

=====

[12]
{"formula": "C4H9NO2", "method": "the ωB97M-V functional and the def2-TZVPD basis", "charge": 0, "homo_energy_ev": -9.49, "symbols": ["C", "C", "C", "C", "N", "O", "O", "H", "H", "H", "H", "H", "H", "H", "H", "H"], "positions_angstrom": [[-2.879, 0.077, 0.926], [1.800, 1.177, -0.279], [1.132, -1.303, -0.060], [0.640, 0.089, -0.390], [-2.038, -0.206, 0.001], [-1.993, -0.727, -1.033], [-0.458, 0.509, 0.368], [-2.667, 0.842, 1.653], [-4.011, -0.087, 0.746], [2.695, 0.735, -0.529], [1.518, 1.973, -0.906], [1.938, 1.527, 0.714], [2.131, -1.224, -0.491], [0.645, -2.197, -0.359], [1.250, -1.285, 0.995], [0.296, 0.101, -1.356]], "lowdin_charge": [0.05, 0.00, -0.04, -0.47, -0.23, 0.09, -0.10, 0.08, 0.13, 0.04, 0.06, 0.07, 0.07, 0.07, 0.07, 0.09]}